(1)
Molecular formula: C7H7AlF4NO2
Method: DFT, ωB97M-V/def2-TZVPD

Geometry (Å):
N1 2.68980 0.21899 1.18992
C1 2.00395 1.06485 0.19799
C2 0.54973 1.16019 0.53889
C3 -0.07471 2.29090 0.86104
C4 -1.52360 2.29748 1.19224
O1 -2.18025 3.31475 1.15125
C5 -2.12092 0.99554 1.59687
C6 -1.52415 -0.14186 1.25844
C7 -0.26764 -0.10413 0.44939
O2 0.03429 -0.99677 -0.29876
H1 2.33754 0.43799 2.11690
H2 3.67640 0.45054 1.21104
H3 2.41548 2.08090 0.14868
H4 2.10536 0.59621 -0.78525
H5 0.43912 3.24765 0.87696
H6 -3.06881 1.03733 2.12203
H7 -1.93772 -1.12159 1.46935
F1 -0.90386 -4.57812 -4.21021
Al1 -0.70593 -3.36013 -3.05222
F2 -2.23000 -2.90335 -2.47526
F3 0.05057 -2.03209 -3.77521
F4 0.23536 -3.95525 -1.78409

As for the largest force on an atom: 0.3 eV/A. As for the LUMO energy: 1.189 eV. Its total energy is -30434.274 eV. For the HOMO energy, the calculation gives -7.572 eV. The total charge is -1.

---

(2)
Molecular formula: C7H7AsBF2O3PtS5
Method: DFT, ωB97M-V/def2-TZVPD

Geometry (Å):
Pt1 -0.25802 0.31506 0.00614
S1 -3.26763 -0.21314 -3.92071
As1 -2.83803 -0.35041 -1.84673
S2 -0.87816 -1.36889 -1.41578
S3 -2.44960 1.35943 -0.59383
S4 -4.51325 -1.62901 -1.63465
C1 3.37106 4.49628 4.40100
C2 3.09249 3.74880 3.12448
C3 1.97147 4.03575 2.35610
C4 1.72507 3.35906 1.16844
C5 2.60638 2.38065 0.74398
C6 3.72853 2.07399 1.50129
C7 3.96637 2.75621 2.68096
S5 2.32908 1.48638 -0.77175
O1 3.26859 1.97895 -1.74009
O2 0.90152 1.80997 -1.13590
O3 2.42628 0.08195 -0.39697
H1 2.49282 5.04945 4.73323
H2 4.18407 5.21266 4.26197
H3 3.66714 3.81579 5.20066
H4 1.27465 4.79578 2.69068
H5 0.84777 3.57667 0.57347
H6 4.39864 1.29036 1.17166
H7 4.83761 2.50762 3.27667
F1 0.32924 -0.86558 2.75639
B1 -0.62624 -0.50950 1.89326
F2 -1.85624 -0.82638 2.30523

As for the largest force on an atom: 0.3 eV/A. As for the LUMO energy (spin up / spin down): 2.480 / 0.073 eV. Its total energy is -137892.523 eV. As for the energy above the lowest of the compared OMol25 structures with the same formula, charge and spin: 4.5 kcal/mol. For the HOMO energy (spin up / spin down), the calculation gives -4.862 / -5.879 eV. The total charge is -1. Its spin multiplicity is 5.

---

(3)
Molecular formula: C7H7BrClNO2
Method: DFT, ωB97M-V/def2-TZVPD

Geometry (Å):
C1 -0.84729 -0.45244 -0.09931
C2 -3.22963 -1.05739 0.31332
C3 -1.07075 0.87638 -0.08125
C4 -3.61418 0.18834 0.38594
C5 0.09781 1.79181 0.11190
C6 -1.89627 -1.50428 -0.20941
C7 2.45006 1.91363 0.03217
N1 -2.30776 1.41425 -0.32279
O1 0.02738 2.94087 0.46204
O2 1.25348 1.16811 -0.15120
Cl1 -4.94700 0.99376 0.92705
Br1 -2.75706 3.10775 0.21814
H1 0.16941 -0.79820 -0.01777
H2 -3.89737 -1.84509 0.63645
H3 -2.01032 -1.81239 -1.25678
H4 -1.57439 -2.39220 0.34426
H5 2.21976 2.97324 0.16448
H6 3.06796 1.76168 -0.85160
H7 2.96637 1.53751 0.91746

As for the largest force on an atom: 4.3 eV/A. As for the LUMO energy: 0.284 eV. Its total energy is -95518.794 eV. As for the energy above the lowest of the compared OMol25 structures with the same formula, charge and spin: 13.5 kcal/mol. For the HOMO energy, the calculation gives -8.109 eV.

---

(4)
Molecular formula: C7H7BrO2
Method: DFT, ωB97M-V/def2-TZVPD

Geometry (Å):
C1 2.58592 -0.92723 0.13594
C2 1.75976 0.16088 0.12574
C3 0.38542 -0.27638 0.20110
C4 1.68413 -2.12755 0.07007
C5 -0.84839 0.30100 0.11988
C6 -2.18694 -0.36617 -0.10134
C7 -0.94623 1.81430 0.00547
O1 1.79346 -3.32096 0.03864
O2 0.40112 -1.64177 0.09952
Br1 2.41893 1.94225 -0.04054
H1 3.53925 -0.81986 -0.18784
H2 -2.85155 0.54373 -0.35075
H3 -2.17650 -1.13717 -0.85289
H4 -2.75917 -0.73124 0.84236
H5 -1.47653 2.25725 0.85339
H6 0.07567 2.36955 -0.03532
H7 -1.39833 1.95938 -0.92343

As for the largest force on an atom: 5.8 eV/A. As for the LUMO energy (spin up / spin down): 0.627 / -2.916 eV. Its total energy is -81505.798 eV. As for the energy above the lowest of the compared OMol25 structures with the same formula, charge and spin: 5.2 kcal/mol. For the HOMO energy (spin up / spin down), the calculation gives -6.444 / -9.848 eV. Its spin multiplicity is 3.

---

(5)
Molecular formula: C7H7Cl
Method: DFT, ωB97M-V/def2-TZVPD

Geometry (Å):
C1 -1.91882 0.73572 -0.97689
C2 -1.05446 -0.07787 -0.42721
C3 -0.54632 -0.76359 0.73912
C4 0.53398 0.30437 1.70776
Cl1 -0.37455 1.71448 2.25531
C5 1.57412 0.59546 0.68578
C6 1.42124 -0.03017 -0.47548
C7 0.19609 -0.85719 -0.57544
H1 -2.72850 1.16429 -0.41071
H2 -1.84959 1.01751 -2.01554
H3 -1.02037 -1.54931 1.29576
H4 0.89181 -0.23433 2.58395
H5 2.37611 1.27517 0.91852
H6 2.10148 0.03534 -1.30868
H7 0.22242 -1.74957 -1.18429

As for the largest force on an atom: 3.8 eV/A. As for the LUMO energy: 0.983 eV. Its total energy is -19891.992 eV. Its SMILES is C=C1[C@@H]2[C@H](Cl)C=C[C@H]12. As for the energy above the lowest of the compared OMol25 structures with the same formula, charge and spin: 61.2 kcal/mol. For the HOMO energy, the calculation gives -9.201 eV.

---

(6)
Molecular formula: C7H7Cl2N2O4
Method: DFT, ωB97M-V/def2-TZVPD

Geometry (Å):
C1 -1.92089 -0.63603 -0.12734
C2 -2.67318 0.39335 -0.48809
C3 1.41656 -1.65040 -0.22670
C4 3.78989 -0.59183 -0.72369
C5 -0.15626 0.74727 0.71642
C6 0.09430 -1.78568 0.54344
C7 0.75494 1.28390 -1.35418
N1 -0.74122 -0.55419 0.44486
N2 0.53948 1.57251 -0.14047
O1 2.24504 -0.94164 0.37440
O2 4.23479 -1.65239 -0.93256
O3 1.66161 -2.36410 -1.21033
O4 3.70740 0.56559 -0.94140
Cl1 -2.77060 -2.19785 -0.02943
Cl2 -4.25669 0.10952 -1.12436
H1 -0.91885 1.40396 1.15144
H2 0.57442 0.55228 1.50401
H3 0.22466 -1.87469 1.61305
H4 -0.41947 -2.61830 -0.00744
H5 0.33400 0.41844 -1.81684
H6 1.15917 2.13740 -2.07452
H7 -2.23511 1.42550 -0.57269

As for the largest force on an atom: 3.2 eV/A. As for the LUMO energy: 2.820 eV. Its total energy is -43587.865 eV. As for the energy above the lowest of the compared OMol25 structures with the same formula, charge and spin: 13.9 kcal/mol. For the HOMO energy, the calculation gives -4.989 eV. The total charge is -1.

---

(7)
Molecular formula: C7H7ClN2S2
Method: DFT, ωB97M-V/def2-TZVPD

Geometry (Å):
C1 -2.36020 1.65970 -0.43945
C2 -2.99525 0.95434 0.50847
C3 -0.67863 0.49889 0.29099
C4 2.32541 -0.65257 1.60564
C5 1.80578 0.55409 -0.50463
C6 0.64331 -0.17359 0.17785
C7 0.18239 -1.69300 -1.02447
N1 -1.07674 1.39411 -0.58561
N2 1.12259 -0.72571 1.45769
S1 -1.89780 -0.06495 1.38702
S2 3.32958 0.03696 0.34062
Cl1 -0.44093 -3.13134 -0.20752
H1 -2.78191 2.41872 -1.03209
H2 -3.99454 1.07271 0.72867
H3 2.78617 -0.99560 2.49441
H4 1.77791 0.32209 -1.66418
H5 1.78733 1.68751 -0.50952
H6 1.20507 -1.96414 -1.39618
H7 -0.73955 -1.19820 -1.62771

As for the largest force on an atom: 4.9 eV/A. As for the LUMO energy: 0.540 eV. Its total energy is -44543.419 eV. As for the energy above the lowest of the compared OMol25 structures with the same formula, charge and spin: 24.2 kcal/mol. For the HOMO energy, the calculation gives -8.662 eV.

---

(8)
Molecular formula: C7H7F
Method: DFT, ωB97M-V/def2-TZVPD

Geometry (Å):
C1 -0.43990 -1.30852 -0.87878
C2 -1.23462 -0.22204 -1.38033
C3 0.69189 -1.31140 -0.15808
C4 -1.14751 0.99385 -0.93115
C5 0.20563 0.49118 1.64072
C6 1.23577 -0.06701 0.53767
C7 0.46082 1.19094 0.34521
F1 1.04329 2.41754 0.42588
H1 -0.87859 -2.26280 -1.21536
H2 -1.92104 -0.49920 -2.10355
H3 1.34059 -2.13084 0.01649
H4 -1.60813 1.92973 -1.06004
H5 -0.63406 -0.19021 1.56150
H6 0.56787 0.91082 2.48413
H7 2.31799 0.05796 0.71568

As for the largest force on an atom: 5.7 eV/A. As for the LUMO energy: 0.767 eV. Its total energy is -10085.369 eV. As for the energy above the lowest of the compared OMol25 structures with the same formula, charge and spin: 95.3 kcal/mol. For the HOMO energy, the calculation gives -8.478 eV.